1.
# C6H12P4

2 unconnected molecules or ions with the total composition C6H12P4 at a distorted geometry (ωB97M-V/def2-TZVPD, the Open Molecules 2025 dataset).

Results
Total charge: 0
Strongest force on any atom: 6.18 eV/A
ΔE to the lowest compared entry with this formula, charge and spin: 203.4 kJ/mol
Orbital gap (spin up / spin down): 7.002 / 7.705 eV

CARTESIAN COORDINATES (ANGSTROEM)
C (-1.0312, 1.2852, -0.6089)
C (1.9719, -0.1251, 0.2778)
C (-0.9099, -1.1640, -1.3843)
C (0.1393, -1.9664, -0.3977)
C (-0.2144, 0.2279, -0.9884)
C (0.4956, -0.5203, 0.2228)
P (-0.9773, 2.8313, -0.1352)
P (3.1883, -0.7273, -0.7524)
P (-3.5802, 0.1923, 0.6229)
P (2.2203, 1.5708, 1.0353)
H (-0.9066, -1.4444, -2.5052)
H (-1.9012, -1.3016, -0.9507)
H (-0.4971, -2.4510, 0.4175)
H (0.8113, -2.6166, -0.9342)
H (0.5013, 0.5355, -1.7050)
H (-0.0808, -0.3968, 1.0348)
H (-2.2028, 3.2419, 0.6123)
H (4.0474, 0.3389, -0.5013)
H (-2.9863, 1.0643, 1.5352)
H (-2.9489, -0.8601, 1.1410)
H (3.3822, 1.0656, 1.6443)
H (1.4792, 1.2200, 2.3194)



2.
# C6H12S

C6H12S in the gas phase at a distorted geometry (ωB97M-V/def2-TZVPD, the Open Molecules 2025 dataset).

Results
Structure (SMILES): C/C=C\[C@@H](S)CC
Total charge: 0
Strongest force on any atom: 2.87 eV/A
ΔE to the lowest compared entry with this formula, charge and spin: 75.7 kJ/mol
Orbital gap: 9.684 eV

CARTESIAN COORDINATES (ANGSTROEM)
C (-2.6115, -0.7136, -0.1325)
C (-1.5050, 0.1571, -0.6007)
C (-0.4477, 0.5177, 0.4727)
C (0.2211, -0.7569, 1.0519)
C (1.2034, -1.4891, 0.5170)
C (1.7719, -1.3608, -0.8917)
H (-3.1776, -0.2433, 0.6718)
H (-2.2316, -1.6637, 0.2415)
H (-3.2983, -0.8916, -0.9733)
H (-1.9293, 1.1303, -0.9179)
H (-1.0827, -0.1360, -1.5678)
H (-0.9831, 0.9753, 1.2939)
H (1.5668, 1.7154, 1.0708)
H (-0.1542, -0.9058, 2.0535)
H (1.6539, -2.3261, 1.0254)
H (2.8472, -1.2683, -0.9456)
H (1.2285, -0.5184, -1.4166)
H (1.3979, -2.2702, -1.4228)
S (0.7731, 1.7672, -0.1008)



3.
# C6H12S

C6H12S in the gas phase at a distorted geometry (ωB97M-V/def2-TZVPD, the Open Molecules 2025 dataset).

Results
Structure (SMILES): CC(C)=C(C)CS
Total charge: 0
Strongest force on any atom: 2.36 eV/A
ΔE to the lowest compared entry with this formula, charge and spin: 50.5 kJ/mol
Orbital gap: 9.376 eV

CARTESIAN COORDINATES (ANGSTROEM)
C (1.4280, -0.1692, -1.4142)
C (0.7638, -0.2497, -0.0616)
C (1.6552, -0.4167, 1.1452)
C (-0.6057, -0.1827, -0.0809)
C (-1.5116, -0.1965, -1.2638)
C (-1.3726, 0.0228, 1.2004)
H (1.4083, -1.1443, -1.9249)
H (2.5255, 0.1442, -1.4015)
H (0.8646, 0.6542, -1.9705)
H (1.0803, -0.4223, 2.0410)
H (2.3184, 0.4366, 1.1673)
H (2.2934, -1.3230, 1.0213)
H (-2.1560, 0.6464, -1.2290)
H (-2.1113, -1.0959, -1.1952)
H (-1.0010, -0.1372, -2.2157)
H (-0.8180, -0.2440, 2.1035)
H (-2.3470, -0.4663, 1.1431)
H (-0.5922, 2.3248, 1.4607)
S (-1.8221, 1.8191, 1.4750)



4.
# C6H12S

C6H12S in the gas phase at a distorted geometry (ωB97M-V/def2-TZVPD, the Open Molecules 2025 dataset).

Results
Structure (SMILES): CS1(C)=CCCC=1
Total charge: 0
Strongest force on any atom: 3.19 eV/A
ΔE to the lowest compared entry with this formula, charge and spin: 584.7 kJ/mol
Orbital gap: 7.831 eV

CARTESIAN COORDINATES (ANGSTROEM)
C (-0.2814, 1.0732, -0.8419)
C (0.0286, -1.3611, -0.2771)
C (-0.8977, 0.0913, -1.8389)
C (0.0662, -1.0765, -1.7112)
C (-0.7611, -0.3391, 2.0834)
C (1.4290, 1.1278, 1.1877)
S (0.0116, 0.1491, 0.4953)
H (-0.8570, 2.0027, -0.8277)
H (0.9171, -1.9373, 0.1602)
H (-1.9305, -0.1355, -1.6425)
H (-0.9351, 0.5720, -2.8710)
H (0.9030, -0.6059, -2.0712)
H (-0.1330, -1.8180, -2.4980)
H (-0.3830, -1.3404, 2.0503)
H (-0.4618, 0.1567, 2.9911)
H (-1.8866, -0.4381, 1.9549)
H (1.6150, 0.6955, 2.1133)
H (2.2162, 0.9860, 0.4322)
H (1.3407, 2.1977, 1.1111)



5.
# C6H12S

C6H12S in the gas phase (ωB97M-V/def2-TZVPD, the Open Molecules 2025 dataset).

Results
Structure (SMILES): C=CCCCSC
Total charge: 0
Strongest force on any atom: 0.63 eV/A
ΔE to the lowest compared entry with this formula, charge and spin: 52.7 kJ/mol
Orbital gap: 9.388 eV

CARTESIAN COORDINATES (ANGSTROEM)
C (-1.8916, -0.8736, 0.3424)
C (-1.4947, -1.9540, -0.2983)
C (-1.8404, 0.5078, -0.2270)
C (-0.7256, 1.3181, 0.4417)
C (0.6513, 1.0154, -0.1266)
C (2.9964, -0.3749, -0.0044)
S (1.2122, -0.7143, 0.1334)
H (-2.2358, -0.9426, 1.3702)
H (-1.5252, -2.9264, 0.1604)
H (-1.1400, -1.9162, -1.3163)
H (-1.6617, 0.4617, -1.3036)
H (-2.7989, 1.0052, -0.0559)
H (-0.9101, 2.3856, 0.2976)
H (-0.7264, 1.1158, 1.5145)
H (0.6728, 1.2056, -1.2005)
H (1.3944, 1.6463, 0.3629)
H (3.2991, 0.3048, 0.7864)
H (3.5136, -1.3217, 0.1034)
H (3.2107, 0.0574, -0.9803)



6.
# C6H12SSi

2 unconnected molecules or ions with the total composition C6H12SSi at a distorted geometry (ωB97M-V/def2-TZVPD, the Open Molecules 2025 dataset).

Results
Total charge: 0
Strongest force on any atom: 3.40 eV/A
ΔE to the lowest compared entry with this formula, charge and spin: 509.1 kJ/mol
Orbital gap (spin up / spin down): 7.448 / 6.321 eV

CARTESIAN COORDINATES (ANGSTROEM)
C (0.2941, 0.6189, -2.5401)
C (-3.4184, -0.6979, 0.3605)
C (0.1780, 0.0415, -1.3499)
C (-2.3661, 0.0245, 0.6164)
C (0.9541, 1.4253, 0.9015)
C (0.2898, 0.3471, 0.0628)
Si (2.7655, -1.7464, 0.7737)
S (-0.7982, -0.6336, 1.1172)
H (0.0816, 0.1035, -3.4517)
H (0.4556, 1.6815, -2.5433)
H (-4.2638, -0.0660, 0.2009)
H (-3.3247, -1.7218, 0.2894)
H (-0.1378, -1.0432, -1.3950)
H (-2.3943, 1.1167, 0.7186)
H (1.4897, 1.0695, 1.8103)
H (1.7141, 2.1558, 0.4029)
H (0.2263, 2.0298, 1.4674)
H (3.9299, -0.9896, 1.3754)
H (1.5968, -1.5969, 1.8277)
H (2.7276, -2.1189, -0.6446)